6 unconnected molecules or ions with the total composition C21H59N7O6 at a distorted geometry. Source: the OMol25 dataset; level of theory: the ωB97M-V functional and the def2-TZVPD basis.

Geometry as ORCA input:
```
! wB97M-V def2-TZVPD RIJCOSX def2/J DEFGRID3
* xyz 1 2
C -0.608 0.716 -0.622
O -0.603 1.782 -0.040
N -0.859 -0.411 -0.052
N -0.462 0.507 -1.879
H -0.782 -0.341 0.953
H -0.518 -1.210 -0.567
H -0.347 1.318 -2.470
H -0.717 -0.398 -2.249
C 4.978 -4.135 -1.022
C 5.488 -2.741 -1.467
C 4.456 -1.655 -1.233
O 3.262 -1.941 -1.971
C 2.201 -1.163 -1.530
N 6.714 -2.502 -0.751
H 5.608 -4.954 -1.369
H 3.972 -4.316 -1.400
H 4.887 -4.154 0.064
H 5.734 -2.815 -2.527
H 4.872 -0.708 -1.577
H 4.366 -1.563 -0.151
H 2.364 -0.130 -1.839
H 2.043 -1.424 -0.483
H 1.451 -1.658 -2.146
H 7.247 -3.351 -0.871
H 6.500 -2.598 0.231
C -2.177 3.607 2.107
C -3.422 3.660 1.247
C -4.107 5.082 1.285
O -4.713 5.296 2.542
C -5.603 6.444 2.544
N -2.886 3.419 -0.089
H -1.840 2.570 2.097
H -2.369 3.877 3.145
H -1.412 4.339 1.846
H -4.110 2.924 1.664
H -4.804 5.229 0.460
H -3.374 5.853 1.046
H -6.198 6.588 3.446
H -6.304 6.256 1.731
H -5.108 7.384 2.300
H -2.268 4.158 -0.391
H -2.240 2.656 0.052
C -0.550 -4.802 -2.283
C -1.220 -3.655 -1.453
C -2.143 -2.806 -2.409
O -1.337 -2.130 -3.443
C -1.845 -2.108 -4.761
N -1.971 -4.382 -0.361
H -1.217 -5.610 -2.583
H 0.185 -5.312 -1.660
H -0.123 -4.447 -3.221
H -0.472 -3.019 -0.979
H -2.775 -2.182 -1.776
H -2.798 -3.588 -2.794
H -1.449 -1.233 -5.276
H -2.935 -2.108 -4.736
H -1.661 -3.063 -5.253
H -2.509 -3.738 0.202
H -2.712 -4.954 -0.741
C -3.412 -2.088 3.123
C -2.007 -2.510 2.629
C -0.939 -1.768 3.367
O -0.995 -0.336 3.143
C 0.085 0.516 3.549
N -1.919 -3.953 2.845
H -3.700 -1.043 3.012
H -3.447 -2.213 4.205
H -4.181 -2.507 2.474
H -1.873 -2.327 1.563
H 0.089 -2.037 3.122
H -1.174 -1.848 4.428
H 0.394 1.116 2.694
H 0.971 -0.007 3.911
H -0.214 1.204 4.339
H -2.306 -4.125 3.762
H -2.449 -4.507 2.188
C 3.383 1.412 1.028
C 3.155 2.784 0.357
C 2.828 2.659 -1.127
O 2.721 3.964 -1.691
C 2.272 3.880 -3.000
N 2.133 3.402 1.155
H 3.584 1.420 2.100
H 4.312 1.064 0.576
H 2.590 0.718 0.751
H 4.041 3.416 0.423
H 1.856 2.187 -1.265
H 3.546 2.064 -1.690
H 1.266 3.469 -3.076
H 2.963 3.244 -3.552
H 2.155 4.919 -3.310
H 2.253 4.290 0.688
H 1.239 3.181 0.741
*
```

Calculated values
maximum force = 4.97 eV/A
E = -1669.7801 a.u.
<S²> = 0.7539
energy relative to the best compared isomer or geometry (same formula, charge and spin) = 9.9 kcal/mol